1.
Molecular formula: C4H3N3
Method: DFT, ωB97M-V with the def2-TZVPD basis set

Values from the calculation:
HOMO: -9.507 eV
Energy relative to the best compared isomer or geometry (same formula, charge and spin): 2.5183 eV
Maximum force: 0.0108 Eh/bohr
HOMO-LUMO gap: 10.251 eV
SMILES string: C#Cc1cnn[nH]1

```
! wB97M-V def2-TZVPD RIJCOSX def2/J DEFGRID3
* xyz 0 1
C 2.524 -0.101 -0.156
C 1.330 -0.120 -0.299
C -0.081 -0.018 -0.215
C -0.896 1.089 -0.186
N -2.125 0.711 0.242
N -2.122 -0.566 0.469
N -0.899 -1.018 0.196
H 3.557 -0.038 0.092
H -0.644 2.112 -0.427
H -0.686 -1.999 0.302
*
```



2.
Molecular formula: C4H3N3O2
Method: DFT, ωB97M-V with the def2-TZVPD basis set

Values from the calculation:
HOMO: -10.555 eV
Energy relative to the best compared isomer or geometry (same formula, charge and spin): 0.8169 eV
Maximum force: 0.0595 Eh/bohr
HOMO-LUMO gap: 9.528 eV
SMILES string: [H]/N=C1/N=CN=C1OC=O

```
! wB97M-V def2-TZVPD RIJCOSX def2/J DEFGRID3
* xyz 0 1
H 0.846 -2.046 -1.419
N 0.023 -2.312 -0.860
C -0.474 -1.367 -0.198
N -1.599 -1.421 0.692
C -1.681 -0.286 1.285
N -0.700 0.808 0.896
C -0.062 0.119 0.017
O 0.957 0.454 -0.704
C 1.529 1.693 -0.606
O 1.093 2.606 0.043
H -2.348 -0.015 2.101
H 2.416 1.768 -1.247
*
```



3.
Molecular formula: C4H3N3O2
Method: DFT, ωB97M-V with the def2-TZVPD basis set

Values from the calculation:
HOMO: -9.883 eV
Energy relative to the best compared isomer or geometry (same formula, charge and spin): 1.4681 eV
Maximum force: 0.1076 Eh/bohr
HOMO-LUMO gap: 8.842 eV
SMILES string: O=Cc1cnnc(O)n1

```
! wB97M-V def2-TZVPD RIJCOSX def2/J DEFGRID3
* xyz 0 1
O 3.154 -0.270 -0.152
C 2.037 -0.819 0.001
C 0.702 -0.067 0.172
C 0.580 1.303 -0.004
N -0.635 1.788 0.084
N -1.662 0.956 -0.123
C -1.451 -0.298 -0.027
O -2.472 -1.206 -0.122
N -0.245 -0.856 0.292
H 1.961 -2.002 -0.075
H 1.435 1.985 -0.198
H -2.267 -2.118 -0.149
*
```



4.
Molecular formula: C4H3N3O2S
Method: DFT, ωB97M-V with the def2-TZVPD basis set

Values from the calculation:
HOMO (spin up / spin down): -9.047 / -8.753 eV
Maximum force: 0.1421 Eh/bohr
HOMO-LUMO gap (spin up / spin down): 9.469 / 6.040 eV
⟨S²⟩: 2.02

```
! wB97M-V def2-TZVPD RIJCOSX def2/J DEFGRID3
* xyz 0 3
C -1.212 0.172 -0.752
C 0.297 1.735 -0.877
C 0.743 0.742 -0.062
C 0.755 -2.008 1.576
N -0.936 1.354 -1.284
N -0.191 -0.248 0.015
N -0.166 -1.428 0.715
O 0.426 -3.004 2.168
O 0.874 2.880 -1.226
S 2.336 -1.294 1.716
H -2.126 -0.360 -0.912
H -1.056 -1.917 0.705
H 0.256 3.375 -1.781
*
```



no.,calculated total energy (eV)
1,-8663.8926
2,-12759.9699
3,-12759.3188
4,-23591.6998